1.
# C32H52BN4P2PdS2

A molecular structure, C32H52BN4P2PdS2 (ωB97M-V/def2-TZVPD, the OMol25 dataset).

As for the charge: -1. The calculation puts the electronic energy at -3101.45273 Eh. The calculation puts the LUMO energy (alpha / beta) at 2.16 / 2.16 eV. The calculation puts the energy above the lowest of the compared OMol25 structures with the same formula, charge and spin at 32.2 kcal/mol. The calculation puts the strongest force on any atom at 0.01931 hartree/bohr.

Cartesian coordinates (Å):
Pd1 -0.485 -0.264 0.088
C1 -1.417 1.703 3.932
C2 0.057 1.420 3.634
C3 0.583 2.444 2.612
C4 0.856 1.572 4.929
P1 0.117 -0.211 2.628
C5 2.005 -0.321 2.462
N1 2.365 0.005 1.104
B1 1.540 -0.394 -0.024
N2 2.313 0.037 -1.170
C6 1.899 -0.273 -2.514
P2 0.005 -0.374 -2.615
C7 -0.325 1.408 -3.243
C8 0.331 2.380 -2.247
C9 0.176 1.759 -4.642
C10 -1.842 1.626 -3.193
C11 -0.015 -1.471 -4.242
C12 1.010 -1.221 -5.350
C13 -1.430 -1.401 -4.816
C14 0.184 -2.886 -3.686
C15 3.405 0.769 -0.762
C16 4.337 1.510 -1.470
C17 5.295 2.244 -0.764
C18 5.328 2.225 0.621
C19 4.403 1.471 1.350
C20 3.437 0.751 0.667
C21 -0.212 -1.700 3.780
C22 0.379 -1.647 5.187
C23 -1.736 -1.846 3.852
C24 0.341 -2.919 3.021
H1 -1.545 2.724 4.314
H2 -1.802 1.019 4.692
H3 -2.021 1.591 3.028
H4 0.259 3.458 2.876
H5 0.225 2.195 1.611
H6 1.674 2.439 2.573
H7 0.709 2.589 5.314
H8 1.926 1.437 4.775
H9 0.527 0.876 5.701
H10 2.307 -1.348 2.687
H11 2.517 0.322 3.178
H12 2.282 -1.262 -2.792
H13 2.294 0.442 -3.240
H14 1.409 2.458 -2.396
H15 0.160 2.029 -1.223
H16 -0.099 3.383 -2.374
H17 1.230 1.514 -4.778
H18 0.066 2.840 -4.795
H19 -0.403 1.258 -5.421
H20 -2.207 1.396 -2.193
H21 -2.367 0.985 -3.904
H22 -2.087 2.669 -3.424
H23 0.800 -0.301 -5.894
H24 0.987 -2.048 -6.075
H25 2.025 -1.162 -4.955
H26 -1.609 -0.458 -5.337
H27 -2.163 -1.494 -4.008
H28 -1.601 -2.218 -5.528
H29 1.199 -3.040 -3.313
H30 -0.014 -3.639 -4.458
H31 -0.508 -3.049 -2.856
H32 4.316 1.538 -2.554
H33 6.015 2.842 -1.312
H34 6.074 2.808 1.149
H35 4.438 1.467 2.434
H36 -0.144 -0.919 5.810
H37 1.440 -1.387 5.160
H38 0.282 -2.627 5.674
H39 -2.203 -1.002 4.363
H40 -2.014 -2.763 4.385
H41 -2.149 -1.893 2.842
H42 1.380 -3.123 3.283
H43 0.284 -2.744 1.943
H44 -0.242 -3.815 3.264
C25 -0.781 -4.075 -0.275
C26 -2.018 -3.249 -0.205
N3 -2.052 -1.992 0.064
C27 -3.322 -1.472 0.049
C28 -4.299 -2.379 -0.243
S1 -3.612 -3.938 -0.501
C29 -3.535 -0.054 0.316
C30 -4.747 0.494 0.614
S2 -4.600 2.195 0.825
C31 -2.883 2.060 0.473
N4 -2.485 0.847 0.267
C32 -2.081 3.314 0.439
H45 0.068 -3.392 -0.380
H46 -0.823 -4.758 -1.124
H47 -0.651 -4.662 0.636
H48 -5.365 -2.241 -0.318
H49 -5.704 0.009 0.717
H50 -2.564 4.040 -0.218
H51 -1.078 3.118 0.076
H52 -2.019 3.751 1.437

***

2.
# C9H13AgN3O4

A molecular structure, C9H13AgN3O4 at a distorted geometry (ωB97M-V/def2-TZVPD, the OMol25 dataset).

As for the charge: -1. The calculation puts the electronic energy at -963.01758 Eh. The calculation puts the LUMO energy at 2.40 eV. The calculation puts the strongest force on any atom at 0.08196 hartree/bohr.

Cartesian coordinates (Å):
Ag1 10.834 7.593 6.056
O1 14.785 6.755 7.036
C1 13.612 6.760 6.668
O2 12.846 7.836 6.631
C2 13.110 5.416 6.055
O3 11.888 5.418 5.644
O4 13.855 4.438 6.104
C3 7.181 3.902 5.423
C4 8.598 4.158 4.992
N1 9.032 5.345 5.658
C5 8.256 6.426 5.579
N2 8.763 7.603 5.768
C6 7.962 8.738 6.085
C7 6.622 8.415 6.489
C8 6.046 7.479 5.413
N3 6.875 6.284 5.433
C9 6.289 5.085 5.035
H1 7.257 3.793 6.545
H2 6.745 2.969 5.129
H3 8.484 4.320 3.839
H4 9.287 3.365 5.201
H5 10.002 5.355 6.016
H6 7.955 9.370 5.172
H7 8.453 9.320 6.904
H8 6.004 9.350 6.491
H9 6.476 7.908 7.480
H10 6.217 7.901 4.449
H11 5.075 7.121 5.553
H12 6.035 4.964 3.981
H13 5.331 4.925 5.501

***

3.
# C3H8IN4

3 unconnected molecules or ions with the total composition C3H8IN4 at a distorted geometry (ωB97M-V/def2-TZVPD, the OMol25 dataset).

As for the charge: +1. The calculation puts the electronic energy at -635.39469 Eh. The calculation puts the LUMO energy (alpha / beta) at -4.62 / -4.62 eV. The calculation puts the energy above the lowest of the compared OMol25 structures with the same formula, charge and spin at 0.0 kcal/mol. The calculation puts the strongest force on any atom at 0.11148 hartree/bohr.

Cartesian coordinates (Å):
C1 -0.232 -2.488 -1.200
C2 0.652 -0.328 -0.654
C3 1.155 3.755 -0.334
N1 0.396 -1.521 -0.809
N2 -0.516 1.957 -0.550
N3 -1.757 -2.576 1.665
N4 0.252 2.764 -0.524
I1 2.493 0.300 0.097
H1 -0.271 -3.018 -2.110
H2 -0.667 -3.083 -0.341
H3 1.584 3.588 0.584
H4 1.856 3.815 -1.294
H5 0.736 4.778 -0.347
H6 -2.437 -1.879 2.074
H7 -1.077 -2.674 2.413
H8 -2.169 -3.389 1.328

***

4.
# C27H66F2NO8S8Si

9 unconnected molecules or ions with the total composition C27H66F2NO8S8Si at a distorted geometry (ωB97M-V/def2-TZVPD, the OMol25 dataset).

As for the charge: +1. The calculation puts the electronic energy at -5399.15506 Eh. The calculation puts the LUMO energy at -2.63 eV. The calculation puts the energy above the lowest of the compared OMol25 structures with the same formula, charge and spin at 82.2 kcal/mol. The calculation puts the strongest force on any atom at 0.08429 hartree/bohr.

Cartesian coordinates (Å):
C1 -0.289 0.725 4.272
Si1 0.442 -0.571 3.011
C2 -1.077 -1.274 2.069
C3 1.704 0.337 1.862
C4 1.170 1.794 1.444
C5 1.850 3.013 2.221
N1 1.042 3.525 3.396
F1 1.867 4.118 1.290
F2 3.176 2.780 2.656
C6 1.305 -1.897 4.133
C7 2.843 -1.898 4.413
C8 3.447 -2.972 5.352
C9 2.464 -4.013 5.964
C10 0.940 -4.038 5.713
C11 0.344 -2.959 4.764
H1 -0.969 1.482 3.752
H2 -0.822 0.172 5.136
H3 0.642 1.206 4.765
H4 -1.685 -0.366 1.680
H5 -0.809 -1.914 1.163
H6 -1.801 -1.816 2.790
H7 1.891 -0.247 0.883
H8 2.708 0.336 2.414
H9 1.399 1.961 0.325
H10 0.025 1.873 1.528
H11 1.414 3.158 4.289
H12 1.124 4.574 3.464
H13 0.047 3.309 3.223
H14 3.450 -1.083 3.903
H15 4.564 -2.952 5.573
H16 2.897 -4.808 6.663
H17 0.256 -4.810 6.213
H18 -0.771 -2.919 4.512
C12 -1.007 2.698 -3.761
S1 0.193 1.848 -2.716
O1 -0.485 1.534 -1.415
C13 1.248 3.288 -2.443
H19 -1.794 1.992 -4.028
H20 -1.443 3.539 -3.220
H21 -0.514 3.049 -4.669
H22 0.669 4.093 -1.986
H23 1.664 3.619 -3.396
H24 2.061 3.001 -1.774
C14 -1.518 -5.977 2.356
S2 0.142 -5.677 1.714
O2 0.337 -4.194 1.646
C15 -0.203 -6.253 0.038
H25 -1.551 -5.650 3.396
H26 -2.250 -5.411 1.775
H27 -1.741 -7.044 2.304
H28 -1.018 -5.670 -0.396
H29 -0.471 -7.310 0.065
H30 0.696 -6.123 -0.565
C16 -1.075 0.706 -8.184
S3 0.293 1.872 -8.017
O3 0.645 1.946 -6.566
C17 -0.672 3.345 -8.416
H31 -0.710 -0.293 -7.941
H32 -1.880 0.975 -7.497
H33 -1.440 0.717 -9.213
H34 -1.503 3.447 -7.714
H35 -1.050 3.267 -9.437
H36 -0.022 4.217 -8.336
C18 0.405 -3.862 -4.032
S4 -0.518 -5.400 -4.243
O4 -1.206 -5.691 -2.948
C19 0.932 -6.472 -4.338
H37 -0.307 -3.045 -3.912
H38 1.037 -3.926 -3.144
H39 1.018 -3.681 -4.917
H40 1.531 -6.370 -3.430
H41 1.527 -6.203 -5.212
H42 0.593 -7.504 -4.434
C20 3.041 -9.221 -0.308
S5 1.310 -9.700 -0.123
O5 0.917 -9.427 1.293
C21 1.594 -11.477 -0.274
H43 3.112 -8.137 -0.209
H44 3.644 -9.697 0.468
H45 3.397 -9.518 -1.296
H46 2.288 -11.809 0.500
H47 1.999 -11.698 -1.263
H48 0.641 -11.991 -0.151
C22 -3.138 7.756 -2.958
S6 -1.619 8.054 -3.887
O6 -1.513 6.988 -4.928
C23 -0.497 7.612 -2.542
H49 -3.988 7.935 -3.618
H50 -3.163 6.723 -2.607
H51 -3.188 8.443 -2.111
H52 -0.691 6.588 -2.217
H53 -0.636 8.304 -1.709
H54 0.528 7.689 -2.908
C24 0.923 7.145 7.357
S7 1.897 7.346 5.851
O7 1.062 6.856 4.706
C25 3.097 6.053 6.236
H55 0.081 7.838 7.319
H56 0.549 6.122 7.425
H57 1.543 7.377 8.224
H58 2.584 5.098 6.376
H59 3.643 6.321 7.142
H60 3.797 5.970 5.403
C26 -6.038 3.298 -1.664
S8 -4.489 3.895 -0.955
O8 -3.586 4.258 -2.090
C27 -3.948 2.293 -0.321
H61 -6.539 4.134 -2.155
H62 -5.835 2.516 -2.397
H63 -6.677 2.911 -0.868
H64 -3.877 1.574 -1.139
H65 -4.658 1.940 0.429
H66 -2.967 2.417 0.138

***

5.
# CH4N3

A gas-phase ion, CH4N3 (charge +1) at a distorted geometry (ωB97M-V/def2-TZVPD, the OMol25 dataset).

As for the charge: +1. The calculation puts the electronic energy at -204.36604 Eh. The calculation puts the LUMO energy at -4.90 eV. The calculation puts the energy above the lowest of the compared OMol25 structures with the same formula, charge and spin at 87.7 kcal/mol. The SMILES is [NH2+]=C1NN1. The calculation puts the strongest force on any atom at 0.17639 hartree/bohr.

Cartesian coordinates (Å):
N1 -0.174 1.060 0.999
C1 0.057 -0.048 0.124
N2 -0.391 -1.237 -0.273
N3 0.738 -0.460 -0.902
H1 -0.701 0.918 1.758
H2 0.196 2.013 0.676
H3 -1.196 -1.365 -0.876
H4 1.471 -0.881 -1.506

***

6.
# C31H39Al2CaCl8F10MgN2O9PS2

A molecular structure, C31H39Al2CaCl8F10MgN2O9PS2 at a distorted geometry (ωB97M-V/def2-TZVPD, the OMol25 dataset).

As for the charge: +2. The calculation puts the electronic energy at -9170.58937 Eh. The calculation puts the LUMO energy at -9.49 eV. The calculation puts the strongest force on any atom at 0.13441 hartree/bohr.

Cartesian coordinates (Å):
C1 -1.292 3.406 -0.455
C2 -1.255 4.070 0.933
C3 -2.625 4.495 1.495
C4 -3.032 3.743 2.799
C5 -2.675 2.296 2.641
C6 -3.110 1.652 1.486
C7 -2.732 0.357 1.256
C8 -1.946 -0.342 2.189
C9 -1.525 0.280 3.368
C10 -0.661 -0.468 4.357
O1 0.703 -0.516 3.851
C11 1.145 -1.801 3.702
C12 -1.895 1.628 3.582
N1 -1.471 2.372 4.704
C13 -1.570 -1.756 1.816
O2 -1.571 -2.695 2.567
C14 -1.189 -1.879 0.342
C15 -0.102 -2.647 -0.046
C16 0.233 -2.655 -1.400
C17 -0.524 -1.914 -2.292
C18 -1.637 -1.174 -1.926
C19 -2.472 -0.348 -2.883
C20 -2.243 -0.617 -4.383
C21 -2.433 -2.065 -4.836
S1 -1.767 -2.370 -6.545
C22 -0.060 -1.880 -6.514
S2 0.295 -0.290 -6.695
N2 1.033 -2.798 -6.387
C23 0.651 -4.131 -6.738
C24 1.883 -5.082 -6.203
O3 1.792 -5.221 -4.845
C25 1.560 -3.953 -4.166
C26 1.754 -2.722 -5.064
C27 -1.967 -1.158 -0.566
C28 -3.105 -0.347 -0.008
O4 -4.199 -0.270 -0.516
H1 -2.126 2.710 -0.579
H2 -1.425 4.150 -1.240
H3 -0.381 2.841 -0.668
H4 -0.680 3.452 1.625
H5 -0.664 4.988 0.818
H6 -3.378 4.433 0.704
H7 -2.560 5.593 1.796
H8 -2.565 4.219 3.669
H9 -4.115 3.849 2.936
H10 -3.721 2.198 0.781
H11 -0.602 0.036 5.321
H12 -1.062 -1.465 4.531
H13 1.018 -2.231 2.706
H14 0.739 -2.512 4.432
H15 2.337 -1.834 3.920
H16 -0.477 2.564 4.579
H17 -1.584 1.880 5.583
H18 0.447 -3.182 0.721
H19 1.111 -3.226 -1.688
H20 -0.235 -1.937 -3.341
H21 -2.179 0.699 -2.729
H22 -3.535 -0.387 -2.661
H23 -2.995 -0.026 -4.915
H24 -1.280 -0.192 -4.668
H25 -3.502 -2.286 -4.907
H26 -2.008 -2.811 -4.165
H27 0.503 -4.245 -7.874
H28 -0.295 -4.502 -6.228
H29 2.854 -4.687 -6.524
H30 1.811 -6.125 -6.606
H31 2.305 -3.887 -3.370
H32 0.542 -3.967 -3.772
H33 1.474 -1.801 -4.557
H34 2.825 -2.641 -5.287
C29 -2.308 8.099 2.279
O5 -1.492 7.126 1.956
H35 -2.321 8.964 1.581
H36 -3.397 7.831 2.306
H37 -2.165 8.531 3.291
C30 4.848 -4.470 -1.341
Cl1 5.241 -5.892 -0.404
Cl2 3.159 -3.982 -1.054
H38 5.491 -3.655 -1.026
H39 4.997 -4.674 -2.396
Mg1 2.030 -2.377 -8.708
F1 -0.729 6.200 6.133
P1 -0.289 4.993 7.190
F2 -1.625 5.423 8.043
F3 1.001 4.183 7.802
F4 0.216 4.399 5.710
F5 -1.092 3.533 7.323
F6 0.468 6.192 8.017
Cl3 3.684 -2.175 3.165
C31 4.811 -1.956 7.167
Cl4 3.401 -1.563 6.154
Cl5 4.593 -3.556 7.870
Cl6 6.262 -1.937 6.160
Cl7 4.956 -0.754 8.445
Ca1 0.508 -6.335 -7.498
F7 1.023 6.012 -4.148
Al1 -0.319 5.055 -4.513
F8 0.094 3.384 -4.271
F9 -0.748 5.243 -6.147
F10 -1.629 5.459 -3.504
O6 4.222 -4.257 4.354
Cl8 4.238 -4.478 2.938
O7 2.903 -4.510 2.389
O8 4.868 -5.719 2.661
O9 5.028 -3.360 2.228
Al2 1.482 2.152 -7.113